Record 1
Below is the molecule C3H6N4 in a non-equilibrium geometry, with properties calculated with ωB97M-V with the def2-TZVPD basis set.

Element x y z (Å)
C  1.2725  -0.5272  -0.4032
C  -1.6460  -0.0330  0.0193
C  -0.9640  1.1679  0.2083
N  0.5407  -1.3175  0.1994
N  -2.8689  -0.3218  -0.3017
N  -0.7390  -1.2335  0.1726
N  2.5287  0.0101  -0.0964
H  -0.3140  1.2192  1.0764
H  -1.1777  2.2241  -0.0709
H  -3.0819  -1.2386  -0.6464
H  -1.1261  -2.1041  0.4893
H  2.4732  0.4850  0.7708
H  3.1321  0.4363  -0.8020

Forces on atoms 1 to 3 (eV/Å):
C 2.7 2.4 -0.2
C -0.8 -2.5 -1.3
C 1.5 1.5 0.6

## Properties
spin multiplicity = 1
gap between HOMO and LUMO (alpha / beta) = 7.51 / 6.16 eV
net charge = 0
relative energy (zero: lowest compared OMol25 entry of this formula, charge and spin) = 5.6413 eV
LUMO energy (alpha / beta) = -0.431 / -0.889 eV
HOMO energy (alpha / beta) = -7.94 / -7.05 eV

Record 2
Below is C7H20F7MgNO9S2 as an isolated structure in a non-equilibrium geometry, with properties calculated with ωB97M-V with the def2-TZVPD basis set.

Element x y z (Å)
Mg  0.1369  0.5090  0.9451
C  -2.1469  3.9243  1.5514
F  -2.3521  3.3090  2.7261
F  -2.9981  3.4682  0.7140
F  -2.2484  5.2063  1.5788
S  -0.3128  3.5946  0.8881
O  0.1389  4.7981  0.1742
O  0.4578  3.3500  2.1127
N  -0.4129  2.0534  0.0907
S  -0.4571  2.7180  -1.3970
O  -1.5184  3.6874  -1.6231
O  0.8372  3.0899  -1.9520
C  -0.9256  1.1380  -2.4814
F  -1.0390  1.6140  -3.7154
F  0.0237  0.1783  -2.3946
F  -2.0688  0.6388  -1.9869
F  -0.0054  -1.2506  0.1999
C  -2.5977  -3.2865  0.8876
O  -1.5498  -3.4310  -0.0483
H  -2.9613  -4.2647  1.2024
H  -2.3128  -2.7160  1.7716
H  -3.4915  -2.7662  0.5435
H  -1.1222  -2.5866  0.1123
C  1.6698  -3.1842  -2.5621
O  0.4953  -3.2118  -1.8096
H  2.5769  -3.2262  -1.9592
H  1.7989  -3.9559  -3.3209
H  1.7090  -2.1942  -3.0166
H  0.3750  -2.4686  -1.2140
C  -2.8738  0.1661  0.9032
O  -1.8473  0.3174  1.8391
H  -3.8166  -0.1476  1.3512
H  -2.9813  1.0815  0.3212
H  -2.5951  -0.4455  0.0451
H  -2.1215  -0.1080  2.6548
C  3.4967  -2.4177  0.8488
O  2.1463  -2.7201  1.0376
H  3.7506  -1.5692  1.4842
H  4.2798  -3.1327  1.1011
H  3.6091  -2.1731  -0.2074
H  1.5404  -2.0574  0.6982
C  3.1376  1.6705  0.5431
O  2.0708  0.7962  0.0884
H  3.2510  2.4500  -0.2103
H  2.8248  2.0220  1.5263
H  4.0501  1.0966  0.7044
H  2.3796  0.4362  -0.7463

Forces on atoms 1 to 3 (eV/Å):
Mg 0.6 -2.9 0.3
C 2.1 -1.1 -0.3
F 0.5 0.8 -0.3

## Properties
spin multiplicity = 1
gap between HOMO and LUMO = 8.42 eV
net charge = 0
relative energy (zero: lowest compared OMol25 entry of this formula, charge and spin) = 1.7483 eV
LUMO energy = -0.937 eV
HOMO energy = -9.36 eV

Record 3
Below is C4H4F2O as an isolated structure in a non-equilibrium geometry, with properties calculated with ωB97M-V with the def2-TZVPD basis set.

Element x y z (Å)
C  0.4686  -0.0322  -0.2296
C  1.7771  -0.1698  -0.2775
C  -0.6331  -0.5398  0.6168
C  -0.6168  0.6975  -0.9001
O  -0.8401  -0.0154  1.8548
F  2.5463  0.4564  -1.1738
F  -1.1916  0.1761  -2.0093
H  2.3415  -0.7926  0.4051
H  -1.1791  -1.4152  0.3027
H  -0.9004  1.7126  -0.6917
H  -1.7724  -0.0775  2.1029

Forces on atoms 1 to 3 (eV/Å):
C -0.5 0.1 -0.1
C 0.0 -0.1 0.1
C 0.0 2.3 -2.6

## Properties
spin multiplicity = 1
gap between HOMO and LUMO = 8.84 eV
net charge = 0
relative energy (zero: lowest compared OMol25 entry of this formula, charge and spin) = 3.1761 eV
LUMO energy = 0.683 eV
HOMO energy = -8.15 eV

Record 4
Below is a 3-piece molecular cluster, C3H15N2O2S overall in a non-equilibrium geometry, with properties calculated with ωB97M-V with the def2-TZVPD basis set.

Element x y z (Å)
N  -0.0885  -0.2817  0.9215
C  0.4198  -0.4192  -0.5036
C  0.4226  0.8892  -1.3637
S  1.2393  2.4882  -0.5028
C  -0.5026  -1.4116  -1.3426
N  -0.7479  -2.6529  -0.8408
H  -0.2371  -1.2235  1.3033
H  -1.0367  0.1971  0.8430
H  0.6182  0.2149  1.5230
H  1.4313  -0.8202  -0.4326
H  -0.5310  1.1270  -1.8433
H  1.2112  0.6534  -2.1449
H  0.1006  2.6429  0.2378
H  -1.5156  -0.9771  -1.5151
H  -0.0642  -1.3134  -2.3210
H  -1.7307  -3.0590  -0.8281
H  -0.3328  -3.5017  -1.3991
H  -2.4980  2.4792  2.0144
H  -2.8114  1.1483  2.4263
O  -2.2020  1.6053  1.7749
H  3.4661  0.4220  1.7624
H  2.7300  1.3016  0.8376
O  2.6593  0.4911  1.3933

Forces on atoms 1 to 3 (eV/Å):
N -0.7 0.6 -0.9
C -0.9 -0.2 -0.9
C 2.8 0.3 0.7

## Properties
spin multiplicity = 1
gap between HOMO and LUMO = 10.22 eV
net charge = +1
relative energy (zero: lowest compared OMol25 entry of this formula, charge and spin) = 1.3010 eV
LUMO energy = -2.856 eV
HOMO energy = -13.07 eV

Record 5
Below is C32H46Cl2N7O6RbS3 as an isolated structure, with properties calculated with ωB97M-V with the def2-TZVPD basis set.

Element x y z (Å)
Rb  -0.1920  -0.5542  1.1041
C  4.1038  -0.8054  -0.3375
C  4.6138  -0.9392  1.0883
S  3.3444  -0.4521  2.3190
C  3.3497  -1.8396  3.4978
C  3.0670  -3.2193  2.9268
S  1.4784  -3.2984  2.0164
C  1.9597  -4.1294  0.4683
C  2.9988  -3.4236  -0.3903
S  2.5538  -1.6768  -0.7330
H  4.8697  -1.1348  -1.0433
H  3.8480  0.2336  -0.5438
H  5.4735  -0.2775  1.2175
H  4.9289  -1.9566  1.3140
H  2.5607  -1.5504  4.1941
H  4.3129  -1.8411  4.0164
H  3.0030  -3.9266  3.7565
H  3.8548  -3.5498  2.2507
H  1.0163  -4.1933  -0.0749
H  2.2958  -5.1406  0.7141
H  3.0654  -3.9438  -1.3492
H  3.9842  -3.4312  0.0740
Cl  -3.8767  -7.0925  3.4023
C  -3.2340  -5.7077  2.5787
C  -2.6844  -5.8903  1.3016
C  -2.1837  -4.8058  0.6426
Cl  -1.4994  -4.9916  -0.9333
C  -2.2056  -3.4680  1.1701
O  -1.7598  -2.5000  0.5052
C  -2.7855  -3.3422  2.4805
C  -2.8631  -2.0632  3.1150
O  -2.6139  -0.9697  2.6219
C  -3.2702  -4.4716  3.1615
H  -2.6660  -6.8729  0.8537
H  -3.2183  -2.1063  4.1643
H  -3.6917  -4.3510  4.1490
N  -4.9915  1.1767  0.6264
C  -4.1533  2.3752  0.5370
C  -2.7160  2.0250  0.9268
N  -2.0157  3.2162  1.3985
H  -5.8966  1.3506  0.1995
H  -5.1362  0.9186  1.5982
H  -4.0755  -0.1145  -0.0038
H  -4.4989  3.1914  1.1850
H  -4.1851  2.7229  -0.4981
H  -2.2198  1.5380  0.0782
H  -2.7436  1.3050  1.7493
H  -1.0377  2.9752  1.5395
H  -2.0349  3.9290  0.6738
N  -3.5986  -0.8785  -0.5484
H  -3.1254  -0.4222  -1.4101
H  -2.8580  -1.3718  0.0070
H  -4.2676  -1.5720  -0.8718
O  1.0134  2.2496  1.4885
H  1.2310  2.0055  0.5665
H  1.8045  2.0424  1.9971
C  -2.2561  2.4913  4.6404
N  -1.4764  1.3029  4.3922
C  -0.2501  1.0245  4.8821
N  0.1931  1.8312  5.9038
O  0.4311  0.1084  4.4461
H  -2.7610  2.7825  3.7231
H  -1.6103  3.3178  4.9325
H  -3.0058  2.3267  5.4225
H  -1.7705  0.6926  3.6389
H  -0.4765  2.3245  6.4669
H  1.0327  1.5290  6.3671
O  -2.6141  0.3062  -2.6317
C  -1.4602  0.7593  -2.5974
N  -0.8802  1.3302  -3.6833
C  0.4900  1.6731  -3.4025
C  0.5271  1.2940  -1.8911
O  1.5018  1.4714  -1.1638
N  -0.6450  0.7913  -1.5248
C  1.4700  0.8879  -4.2548
C  1.1425  0.5799  -5.5707
C  2.0146  -0.1411  -6.3655
C  3.2414  -0.5399  -5.8654
C  3.5897  -0.2025  -4.5697
C  2.7126  0.5068  -3.7690
C  0.7765  3.1462  -3.6103
C  1.9230  3.7275  -3.0849
C  2.2164  5.0528  -3.3508
C  1.3771  5.8092  -4.1523
C  0.2210  5.2414  -4.6564
C  -0.0782  3.9188  -4.3861
H  -1.2790  1.2306  -4.5992
H  0.2028  0.9054  -5.9930
H  1.7362  -0.3873  -7.3802
H  3.9182  -1.1097  -6.4843
H  4.5548  -0.4955  -4.1830
H  2.9847  0.7508  -2.7554
H  2.5717  3.1431  -2.4520
H  3.1110  5.4996  -2.9421
H  1.6186  6.8362  -4.3827
H  -0.4475  5.8225  -5.2755
H  -0.9843  3.4853  -4.7799

Forces on atoms 1 to 3 (eV/Å):
Rb 0.7 0.7 0.3
C -0.4 -0.3 -0.1
C -0.3 0.2 0.4

## Properties
spin multiplicity = 1
gap between HOMO and LUMO = 7.66 eV
net charge = 0
LUMO energy = 0.127 eV
HOMO energy = -7.53 eV

Record 6
Below is C15H26FeN8OS2 as an isolated structure, with properties calculated with ωB97M-V with the def2-TZVPD basis set.

Element x y z (Å)
Fe  0.2135  -0.1001  -0.5003
C  -4.5132  -3.4324  1.0138
C  -3.1045  -4.0021  0.9357
N  -2.0918  -3.0584  1.3999
C  -1.6163  -2.0675  0.6472
S  -0.4692  -0.9460  1.3958
N  -2.0355  -1.9330  -0.5852
N  -1.4387  -0.8871  -1.2138
C  -1.9224  -0.4378  -2.3146
C  -3.1318  -0.9852  -2.9904
C  -1.1705  0.6992  -2.8529
C  -1.5108  1.3501  -4.0260
C  -0.7546  2.4352  -4.4383
C  0.3264  2.8321  -3.6720
C  0.6173  2.1236  -2.5209
N  -0.1161  1.0930  -2.1024
H  -5.2289  -4.1509  0.6147
H  -4.5836  -2.5162  0.4283
H  -4.7908  -3.2116  2.0445
H  -2.8585  -4.2744  -0.0896
H  -3.0132  -4.8970  1.5497
H  -1.7724  -3.1043  2.3521
H  -3.5271  -1.8182  -2.4190
H  -2.8808  -1.3310  -3.9948
H  -3.8995  -0.2148  -3.0824
H  -2.3553  1.0088  -4.6065
H  -1.0008  2.9560  -5.3537
H  0.9553  3.6586  -3.9677
H  1.4979  2.3626  -1.9447
O  2.7514  0.0797  -2.5352
S  2.2601  -1.2804  -2.3309
N  1.1099  -1.5050  -1.4035
C  1.0976  3.3308  1.9944
N  2.0086  2.2507  2.3371
C  3.1804  2.6754  3.0975
C  2.0297  1.1285  1.5737
N  1.4766  1.1063  0.3650
N  2.6024  0.0298  2.0905
C  3.1036  -1.0367  1.2356
C  2.6036  -0.2573  3.5169
H  0.9147  3.9239  2.8890
H  0.1478  2.9244  1.6529
H  1.5103  3.9974  1.2285
H  3.6824  3.4950  2.5766
H  3.8845  1.8589  3.2107
H  2.8784  3.0261  4.0843
H  1.4130  2.0451  -0.0056
H  3.4284  -0.6184  0.2863
H  2.3479  -1.8008  1.0520
H  3.9588  -1.4943  1.7319
H  1.9889  0.4650  4.0467
H  3.6145  -0.2433  3.9288
H  2.1826  -1.2521  3.6705

Forces on atoms 1 to 3 (eV/Å):
Fe -0.1 0.1 -0.1
C 0.0 0.0 0.0
C -0.1 0.0 0.0

## Properties
spin multiplicity = 2
gap between HOMO and LUMO (alpha / beta) = 7.07 / 7.70 eV
net charge = +1
relative energy (zero: lowest compared OMol25 entry of this formula, charge and spin) = 0.0000 eV
LUMO energy (alpha / beta) = -4.090 / -3.462 eV
HOMO energy (alpha / beta) = -11.16 / -11.16 eV

Number 1: E_tot -9163.2148 eV. Number 2: E_tot -73636.5481 eV. Number 3: E_tot -11691.5598 eV. Number 4: E_tot -21257.8010 eV. Number 5: E_tot -114857.8493 eV. Number 6: E_tot -85997.7875 eV.